ORCA calculation (the ωB97M-V functional and the def2-TZVPD basis) on an isolated molecule of C4H9NO.

SMILES string = CC(C)=C(N)O
E_tot = -7831.182 eV
Relative energy (zero: lowest compared OMol25 entry of this formula, charge and spin) = 26.2 kcal/mol

Cartesian coordinates (Å):
C1 -1.009 -1.123 0.861
C2 -0.317 -0.069 0.037
C3 -1.108 1.167 -0.301
C4 0.981 -0.159 -0.292
O1 1.726 -1.309 -0.219
N1 1.758 0.904 -0.757
H1 -1.296 -0.698 1.833
H2 -0.368 -1.983 1.082
H3 -1.931 -1.495 0.395
H4 1.128 -2.052 -0.372
H5 -0.651 1.708 -1.137
H6 -2.127 0.891 -0.603
H7 -1.207 1.864 0.545
H8 1.702 1.726 -0.170
H9 2.720 0.626 -0.902

Atomic forces in eV per Å
C -0.019 -0.080 0.015
C 0.230 -0.007 -0.018
C -0.004 0.074 -0.005
C -0.325 0.163 0.069
O -0.082 -0.138 0.002
N 0.074 -0.017 0.051
H -0.017 -0.065 -0.142
H -0.115 0.118 -0.040
H 0.134 0.056 -0.002
H 0.151 0.067 0.105
H -0.066 -0.059 0.171
H 0.158 0.041 0.070
H 0.014 -0.099 -0.095
H -0.016 -0.083 -0.141
H -0.117 0.028 -0.040

What are the Löwdin partial charges on each atom? They are as follows, in elementary charge units: atom 1 (C): -0.070, atom 2 (C): -0.315, atom 3 (C): -0.079, atom 4 (C): -0.425, atom 5 (O): 0.041, atom 6 (N): 0.113, atom 7 (H): 0.081, atom 8 (H): 0.067, atom 9 (H): 0.077, atom 10 (H): 0.101, atom 11 (H): 0.071, atom 12 (H): 0.074, atom 13 (H): 0.078, atom 14 (H): 0.095, atom 15 (H): 0.090



ORCA calculation (the ωB97M-V functional and the def2-TZVPD basis) on an isolated molecule of C4H9NO at a distorted geometry.

SMILES string = COC[C@H]1CN1
E_tot = -7828.554 eV
Relative energy (zero: lowest compared OMol25 entry of this formula, charge and spin) = 86.8 kcal/mol

Cartesian coordinates (Å):
C1 -0.071 -1.908 -1.289
O1 0.213 -0.894 -0.354
C2 -0.799 0.094 -0.280
C3 -0.249 1.325 0.405
C4 0.705 1.231 1.596
N1 1.159 1.647 0.281
H1 -0.281 -1.481 -2.282
H2 -0.937 -2.515 -0.985
H3 0.808 -2.553 -1.360
H4 -1.658 -0.252 0.309
H5 -1.171 0.284 -1.306
H6 -0.859 1.917 1.058
H7 0.850 0.249 2.003
H8 0.730 2.067 2.310
H9 1.559 0.789 -0.106

Atomic forces in eV per Å
C -0.051 -0.159 -0.143
O -0.001 0.035 0.075
C -0.181 0.132 0.283
C 0.190 -0.877 1.578
C 0.599 -0.623 0.304
N 0.314 0.123 -0.131
H 0.045 -0.057 0.147
H 0.117 0.106 -0.003
H -0.144 0.120 0.054
H -0.036 -0.207 -0.065
H 0.208 0.297 0.369
H -1.410 1.607 -1.858
H 0.716 -0.293 -0.068
H -0.386 -0.557 -0.166
H 0.019 0.353 -0.375

What are the Löwdin partial charges on each atom? They are as follows, in elementary charge units: atom 1 (C): -0.108, atom 2 (O): -0.210, atom 3 (C): -0.195, atom 4 (C): -0.278, atom 5 (C): -0.172, atom 6 (N): 0.027, atom 7 (H): 0.089, atom 8 (H): 0.091, atom 9 (H): 0.090, atom 10 (H): 0.125, atom 11 (H): 0.124, atom 12 (H): 0.120, atom 13 (H): 0.099, atom 14 (H): 0.107, atom 15 (H): 0.092



ORCA calculation (the ωB97M-V functional and the def2-TZVPD basis) on an isolated molecule of C4H9NO.

SMILES string = CC(C)C(N)=O
E_tot = -7832.273 eV
Relative energy (zero: lowest compared OMol25 entry of this formula, charge and spin) = 1.1 kcal/mol

Cartesian coordinates (Å):
C1 -0.738 -1.328 0.648
C2 -0.281 -0.156 -0.222
C3 -1.211 1.058 -0.061
C4 1.128 0.259 0.185
O1 1.399 0.600 1.323
N1 2.056 0.249 -0.814
H1 -0.663 -1.046 1.702
H2 -0.115 -2.216 0.491
H3 -1.777 -1.595 0.430
H4 -0.277 -0.470 -1.275
H5 -0.702 1.992 -0.320
H6 -2.093 0.966 -0.703
H7 -1.549 1.143 0.976
H8 1.834 -0.020 -1.757
H9 2.990 0.566 -0.604

Atomic forces in eV per Å
C -0.013 -0.062 0.061
C -0.037 -0.026 -0.019
C -0.040 0.089 0.007
C -0.006 0.032 0.120
O -0.040 -0.109 -0.339
N 0.078 0.031 0.001
H -0.019 -0.030 -0.138
H -0.088 0.120 -0.003
H 0.143 0.057 0.003
H 0.038 0.083 0.146
H -0.090 -0.131 -0.018
H 0.083 -0.061 0.109
H 0.109 0.010 -0.123
H -0.021 0.049 0.191
H -0.097 -0.052 0.002

What are the Löwdin partial charges on each atom? They are as follows, in elementary charge units: atom 1 (C): -0.070, atom 2 (C): -0.361, atom 3 (C): -0.062, atom 4 (C): -0.544, atom 5 (O): 0.052, atom 6 (N): 0.165, atom 7 (H): 0.084, atom 8 (H): 0.082, atom 9 (H): 0.081, atom 10 (H): 0.125, atom 11 (H): 0.083, atom 12 (H): 0.077, atom 13 (H): 0.084, atom 14 (H): 0.096, atom 15 (H): 0.108



ORCA calculation (the ωB97M-V functional and the def2-TZVPD basis) on a cluster of 2 separate species, C4H9NO in total.

SMILES string = C/C=N/C=O.C
E_tot = -7830.233 eV
Relative energy (zero: lowest compared OMol25 entry of this formula, charge and spin) = 48.1 kcal/mol

Cartesian coordinates (Å):
C1 -1.333 0.561 1.195
C2 0.419 -0.485 -0.570
C3 -0.637 -0.375 -1.620
N1 1.330 0.404 -0.440
C4 2.305 0.089 0.526
O1 2.639 -1.033 0.827
H1 -1.852 -0.319 0.798
H2 -1.931 1.450 1.017
H3 -1.095 0.403 2.245
H4 0.403 -1.370 0.081
H5 -0.152 -0.681 -2.549
H6 -0.989 0.653 -1.742
H7 -1.490 -1.034 -1.435
H8 -0.395 0.758 0.696
H9 2.778 0.980 0.971

Atomic forces in eV per Å
C -0.168 0.209 0.242
C 0.443 -0.021 -0.392
C 0.056 -0.045 -0.113
N 0.069 -0.576 -0.414
C 0.249 -0.390 0.124
O 0.018 0.428 -0.029
H 0.224 0.240 0.074
H -0.327 -0.007 0.361
H -0.318 0.145 0.119
H 0.093 0.130 -0.142
H -0.147 0.002 -0.155
H 0.178 -0.154 0.036
H 0.231 0.096 0.006
H -0.521 0.037 0.311
H -0.081 -0.094 -0.028

What are the Löwdin partial charges on each atom? They are as follows, in elementary charge units: atom 1 (C): -0.036, atom 2 (C): -0.257, atom 3 (C): -0.068, atom 4 (N): 0.054, atom 5 (C): -0.332, atom 6 (O): 0.040, atom 7 (H): 0.035, atom 8 (H): 0.036, atom 9 (H): 0.037, atom 10 (H): 0.133, atom 11 (H): 0.088, atom 12 (H): 0.092, atom 13 (H): 0.078, atom 14 (H): -0.020, atom 15 (H): 0.121



ORCA calculation (the ωB97M-V functional and the def2-TZVPD basis) on an isolated molecule of C4H9NO.

SMILES string = OC[C@@H]1CCN1
E_tot = -7830.256 eV
Relative energy (zero: lowest compared OMol25 entry of this formula, charge and spin) = 47.6 kcal/mol

Cartesian coordinates (Å):
C1 -1.109 -0.839 -0.363
C2 -0.065 0.239 -0.641
C3 1.249 -0.016 0.143
C4 0.737 1.052 1.145
H1 -0.589 -2.075 -1.796
H2 -2.074 -0.582 -0.836
H3 -1.258 -0.945 0.709
H4 -0.001 0.366 -1.726
H5 1.354 -1.027 0.530
H6 2.142 0.261 -0.405
H7 1.398 1.865 1.453
H8 0.259 0.600 2.024
H9 -1.157 1.687 0.481
N1 -0.229 1.513 0.110
O1 -0.656 -2.100 -0.828

Atomic forces in eV per Å
C -0.028 0.214 -0.378
C 0.021 0.032 0.389
C -0.366 0.036 0.101
C -0.082 0.165 -0.435
H -0.046 0.033 0.437
H 0.224 0.033 0.240
H -0.066 -0.043 0.144
H 0.189 0.119 -0.015
H 0.058 0.000 -0.030
H 0.071 0.135 0.020
H 0.155 -0.280 0.090
H 0.137 0.088 -0.094
H -0.115 -0.010 -0.195
N -0.131 -0.337 0.123
O -0.020 -0.185 -0.398

What are the Löwdin partial charges on each atom? They are as follows, in elementary charge units: atom 1 (C): -0.244, atom 2 (C): -0.329, atom 3 (C): -0.107, atom 4 (C): -0.191, atom 5 (H): 0.095, atom 6 (H): 0.123, atom 7 (H): 0.120, atom 8 (H): 0.130, atom 9 (H): 0.100, atom 10 (H): 0.101, atom 11 (H): 0.096, atom 12 (H): 0.103, atom 13 (H): 0.091, atom 14 (N): -0.020, atom 15 (O): -0.068



ORCA calculation (the ωB97M-V functional and the def2-TZVPD basis) on a cluster of 2 separate species, C4H9NO in total.

SMILES string = CCN=C=O.C
E_tot = -7831.472 eV
Relative energy (zero: lowest compared OMol25 entry of this formula, charge and spin) = 19.6 kcal/mol

Cartesian coordinates (Å):
C1 1.336 -0.691 -1.055
C2 1.492 0.779 -0.688
N1 0.894 1.113 0.583
C3 0.625 0.581 1.627
O1 0.307 0.173 2.686
C4 -2.425 -0.248 0.478
H1 1.813 -0.892 -2.019
H2 0.278 -0.963 -1.128
H3 1.806 -1.332 -0.301
H4 2.552 1.057 -0.651
H5 1.024 1.413 -1.447
H6 -1.880 0.554 -0.028
H7 -3.479 0.026 0.559
H8 -2.008 -0.395 1.478
H9 -2.334 -1.175 -0.095

Atomic forces in eV per Å
C -0.015 -0.055 0.010
C 0.105 -0.041 -0.173
N -0.165 -0.228 0.637
C -0.026 0.044 0.057
O 0.224 0.241 -0.660
C -0.008 -0.001 -0.006
H -0.076 0.041 0.132
H 0.156 0.048 0.019
H -0.062 0.094 -0.100
H -0.145 -0.041 -0.010
H 0.062 -0.085 0.114
H -0.099 -0.128 0.073
H 0.151 -0.047 -0.014
H -0.086 0.017 -0.159
H -0.017 0.142 0.080

What are the Löwdin partial charges on each atom? They are as follows, in elementary charge units: atom 1 (C): -0.088, atom 2 (C): -0.258, atom 3 (N): 0.108, atom 4 (C): -0.344, atom 5 (O): 0.130, atom 6 (C): -0.046, atom 7 (H): 0.075, atom 8 (H): 0.067, atom 9 (H): 0.079, atom 10 (H): 0.112, atom 11 (H): 0.109, atom 12 (H): 0.011, atom 13 (H): 0.018, atom 14 (H): 0.010, atom 15 (H): 0.019



ORCA calculation (the ωB97M-V functional and the def2-TZVPD basis) on an isolated molecule of C4H9NO at a distorted geometry.

SMILES string = CCC/C=N/O
E_tot = -7826.463 eV
Relative energy (zero: lowest compared OMol25 entry of this formula, charge and spin) = 135.1 kcal/mol

Cartesian coordinates (Å):
C1 1.617 -0.911 0.017
C2 1.097 0.377 -0.580
C3 0.118 1.142 0.259
C4 -1.279 0.262 0.190
H1 0.731 -1.534 0.422
H2 2.504 -0.492 0.893
H3 2.078 -1.432 -0.969
H4 0.487 -0.074 -1.437
H5 1.958 0.978 -0.854
H6 0.122 2.175 -0.301
H7 0.282 1.131 1.419
H8 -1.307 -0.728 0.800
H9 -2.789 -0.927 0.735
N1 -2.341 0.542 -0.344
O1 -3.277 -0.508 -0.249

Atomic forces in eV per Å
C 2.277 0.035 0.512
C -0.872 -1.996 -0.670
C -2.484 0.042 0.485
C 4.083 0.616 2.362
H 1.921 0.767 -0.313
H -2.632 -2.176 -2.434
H -0.496 0.584 2.954
H 0.998 1.589 0.321
H -0.201 0.145 -0.535
H -0.984 -1.670 1.858
H 0.340 0.612 -2.226
H 0.819 1.165 -0.666
H -2.966 0.573 -4.059
N -2.259 0.314 -2.329
O 2.455 -0.600 4.737

What are the Löwdin partial charges on each atom? They are as follows, in elementary charge units: atom 1 (C): -0.161, atom 2 (C): -0.399, atom 3 (C): -0.161, atom 4 (C): -0.210, atom 5 (H): 0.068, atom 6 (H): 0.152, atom 7 (H): 0.109, atom 8 (H): 0.126, atom 9 (H): 0.098, atom 10 (H): 0.140, atom 11 (H): 0.131, atom 12 (H): 0.114, atom 13 (H): 0.180, atom 14 (N): -0.053, atom 15 (O): -0.135



ORCA calculation (the ωB97M-V functional and the def2-TZVPD basis) on a cluster of 2 separate species, C4H9NO in total at a distorted geometry.

SMILES string = C=CC(=C)N.O
E_tot = -7829.125 eV
Relative energy (zero: lowest compared OMol25 entry of this formula, charge and spin) = 73.7 kcal/mol

Cartesian coordinates (Å):
N1 0.171 -1.328 -0.356
C1 0.556 -0.022 0.086
C2 0.045 0.516 1.224
C3 2.026 1.844 -0.493
C4 1.383 0.723 -0.887
H1 0.018 -1.859 0.515
H2 1.060 -1.738 -0.700
H3 -0.292 1.502 1.511
H4 0.010 -0.195 2.062
H5 2.695 2.343 -1.177
H6 1.656 2.275 0.442
H7 1.199 0.466 -1.923
H8 -2.926 -1.332 0.385
H9 -4.184 -1.322 -0.438
O1 -3.417 -1.873 -0.250

Atomic forces in eV per Å
N 2.699 -0.262 1.621
C -1.427 1.471 -0.351
C 0.321 -1.625 0.776
C -1.196 -1.053 -0.652
C -1.036 1.388 0.431
H -0.602 -0.006 -0.562
H -0.782 -0.129 -0.340
H 0.954 0.386 -0.494
H -0.997 0.021 -0.355
H -0.166 0.454 0.052
H 1.179 -0.204 0.066
H 1.032 -0.456 -0.177
H 0.107 -0.199 -0.184
H -0.036 -0.148 -0.113
O -0.051 0.363 0.283

What are the Löwdin partial charges on each atom? They are as follows, in elementary charge units: atom 1 (N): 0.075, atom 2 (C): -0.446, atom 3 (C): -0.001, atom 4 (C): 0.033, atom 5 (C): -0.139, atom 6 (H): 0.089, atom 7 (H): 0.089, atom 8 (H): 0.050, atom 9 (H): 0.050, atom 10 (H): 0.052, atom 11 (H): 0.063, atom 12 (H): 0.100, atom 13 (H): 0.023, atom 14 (H): 0.031, atom 15 (O): -0.070



ORCA calculation (the ωB97M-V functional and the def2-TZVPD basis) on an isolated molecule of C4H9NO at a distorted geometry.

SMILES string = CC/C(C)=N/O
E_tot = -7828.097 eV
Relative energy (zero: lowest compared OMol25 entry of this formula, charge and spin) = 97.4 kcal/mol

Cartesian coordinates (Å):
C1 -0.946 1.063 1.945
C2 -1.256 0.634 0.460
C3 -0.138 -0.183 -0.179
C4 0.251 -1.620 0.239
H1 -0.486 0.229 2.484
H2 -2.097 1.196 2.327
H3 -0.457 2.205 2.025
H4 -1.509 1.538 -0.075
H5 -2.104 -0.009 0.466
H6 -0.014 -2.272 -0.639
H7 1.255 -1.800 0.523
H8 -0.366 -1.852 1.236
H9 2.193 -0.942 -1.273
N1 0.464 0.471 -1.132
O1 1.609 -0.120 -1.743

Atomic forces in eV per Å
C -2.946 2.520 -0.359
C 1.457 -0.406 1.058
C 1.728 1.212 -1.438
C -3.263 0.534 1.162
H 0.210 0.680 0.242
H 2.987 -0.175 -0.209
H -0.885 -3.543 -0.121
H 0.213 -0.049 -0.612
H -0.958 -0.445 0.158
H 0.113 0.318 1.151
H 1.167 0.211 0.034
H 1.066 0.080 -2.417
H -3.013 3.111 -1.012
N 0.572 -1.789 1.357
O 1.551 -2.257 1.004

What are the Löwdin partial charges on each atom? They are as follows, in elementary charge units: atom 1 (C): -0.113, atom 2 (C): -0.237, atom 3 (C): -0.345, atom 4 (C): -0.043, atom 5 (H): 0.040, atom 6 (H): 0.106, atom 7 (H): 0.128, atom 8 (H): 0.098, atom 9 (H): 0.085, atom 10 (H): 0.099, atom 11 (H): 0.038, atom 12 (H): 0.117, atom 13 (H): 0.172, atom 14 (N): 0.019, atom 15 (O): -0.163